No. 1
{
  "formula": "C6H12O",
  "method": "wB97M-V/def2-TZVPD",
  "orbital_gap_ha": 0.3880,
  "charge": 0,
  "spin_multiplicity": 1,
  "smiles": "C[C@H]1CO[C@@H](C)C1",
  "homo_energy_ev": -9.44,
  "energy_ha": -311.04484,
  "largest_force_ev_per_a": 0.27,
  "symbols": ["C", "C", "C", "O", "C", "C", "C", "H", "H", "H", "H", "H", "H", "H", "H", "H", "H", "H", "H"],
  "xyz": [[-2.24, 0.60, 0.09], [-1.08, -0.34, 0.40], [-0.63, -1.16, -0.82], [0.78, -1.33, -0.73], [1.35, -0.41, 0.21], [2.39, 0.46, -0.48], [0.19, 0.41, 0.79], [-3.15, 0.06, -0.21], [-1.96, 1.28, -0.73], [-2.49, 1.22, 0.96], [-1.37, -1.03, 1.21], [-1.09, -2.15, -0.85], [-0.89, -0.64, -1.75], [1.83, -1.01, 0.99], [3.27, -0.11, -0.79], [2.73, 1.25, 0.21], [1.95, 0.94, -1.36], [0.19, 1.41, 0.34], [0.29, 0.53, 1.88]],
  "nbo_charge": [-0.600, -0.247, -0.059, -0.534, 0.099, -0.620, -0.425, 0.210, 0.202, 0.211, 0.202, 0.184, 0.159, 0.169, 0.215, 0.206, 0.208, 0.199, 0.219]
}

No. 2
{
  "formula": "C36H48N8O2S",
  "method": "wB97M-V/def2-TZVPD",
  "orbital_gap_ha": 0.3111,
  "charge": 0,
  "spin_multiplicity": 1,
  "smiles": "O=S1(=O)CCCC1.c1cc[nH]c1.c1cc[nH]c1.c1cc[nH]c1.c1cc[nH]c1.c1cc[nH]c1.c1cc[nH]c1.c1cc[nH]c1.c1cc[nH]c1",
  "homo_energy_ev": -7.96,
  "energy_ha": -2387.19735,
  "largest_force_ev_per_a": 1.35,
  "symbols": ["C", "C", "C", "S", "O", "O", "C", "H", "H", "H", "H", "H", "H", "H", "H", "N", "C", "C", "C", "C", "H", "H", "H", "H", "H", "N", "C", "C", "C", "C", "H", "H", "H", "H", "H", "N", "C", "C", "C", "C", "H", "H", "H", "H", "H", "N", "C", "C", "C", "C", "H", "H", "H", "H", "H", "N", "C", "C", "C", "C", "H", "H", "H", "H", "H", "N", "C", "C", "C", "C", "H", "H", "H", "H", "H", "N", "C", "C", "C", "C", "H", "H", "H", "H", "H", "N", "C", "C", "C", "C", "H", "H", "H", "H", "H"],
  "xyz": [[-0.60, -5.46, 1.05], [0.23, -4.52, 0.16], [-0.76, -3.74, -0.73], [-2.39, -3.81, 0.09], [-3.31, -4.68, -0.60], [-2.82, -2.48, 0.46], [-1.76, -4.63, 1.57], [0.04, -5.81, 1.86], [-0.93, -6.33, 0.48], [0.85, -5.01, -0.59], [0.92, -3.96, 0.79], [-0.88, -4.19, -1.72], [-0.53, -2.68, -0.85], [-2.64, -5.15, 1.95], [-1.40, -3.80, 2.18], [-3.73, 1.67, -0.85], [-4.80, 2.50, -0.96], [-5.72, 1.89, -1.77], [-5.18, 0.65, -2.18], [-3.94, 0.54, -1.60], [-2.90, 1.87, -0.33], [-4.81, 3.44, -0.44], [-6.74, 2.25, -1.87], [-5.67, -0.08, -2.81], [-3.26, -0.29, -1.47], [2.66, -1.66, -1.15], [2.86, -2.12, 0.13], [3.57, -3.29, 0.04], [3.75, -3.58, -1.34], [3.25, -2.52, -2.05], [2.24, -0.77, -1.40], [2.61, -1.55, 1.01], [3.87, -3.99, 0.81], [4.06, -4.53, -1.74], [3.15, -2.39, -3.11], [6.05, 4.41, 2.59], [6.27, 3.33, 1.77], [5.40, 2.35, 2.14], [4.59, 2.85, 3.21], [5.06, 4.11, 3.48], [6.43, 5.32, 2.43], [6.99, 3.29, 0.98], [5.43, 1.35, 1.74], [3.87, 2.26, 3.75], [4.70, 4.84, 4.18], [-0.41, -0.96, -3.56], [0.85, -1.33, -3.98], [1.61, -0.20, -4.06], [0.84, 0.87, -3.51], [-0.37, 0.36, -3.15], [-1.10, -1.62, -3.26], [0.97, -2.33, -4.37], [2.61, -0.13, -4.46], [1.16, 1.90, -3.48], [-1.28, 0.84, -2.82], [-2.13, 4.51, 0.14], [-0.98, 3.91, -0.30], [-0.93, 4.13, -1.65], [-2.03, 4.95, -2.03], [-2.82, 5.05, -0.91], [-2.48, 4.47, 1.08], [-0.30, 3.35, 0.32], [-0.08, 3.85, -2.25], [-2.27, 5.16, -3.05], [-3.78, 5.51, -0.74], [-0.70, -0.57, 1.70], [0.41, -0.31, 2.44], [1.26, 0.48, 1.69], [0.54, 0.83, 0.51], [-0.63, 0.13, 0.52], [-1.50, -1.11, 1.97], [0.52, -0.69, 3.44], [2.17, 0.92, 2.07], [0.95, 1.44, -0.28], [-1.39, 0.02, -0.23], [-5.26, -3.47, 4.02], [-3.89, -3.35, 4.01], [-3.43, -3.82, 5.19], [-4.52, -4.42, 5.88], [-5.64, -4.18, 5.12], [-5.85, -3.26, 3.24], [-3.41, -2.87, 3.16], [-2.40, -3.82, 5.53], [-4.53, -5.01, 6.78], [-6.63, -4.59, 5.21], [4.05, 3.12, -2.45], [3.34, 3.62, -1.39], [2.52, 4.60, -1.86], [2.75, 4.67, -3.26], [3.75, 3.79, -3.59], [4.68, 2.34, -2.32], [3.38, 3.22, -0.40], [1.91, 5.31, -1.34], [2.20, 5.22, -4.02], [4.19, 3.58, -4.55]],
  "lowdin_charge": [-0.215, -0.196, -0.202, 0.663, -0.308, -0.359, -0.232, 0.117, 0.121, 0.113, 0.095, 0.101, 0.079, 0.106, 0.096, 0.025, -0.147, -0.105, -0.103, -0.148, 0.113, 0.086, 0.089, 0.090, 0.084, 0.042, -0.139, -0.128, -0.116, -0.144, 0.120, 0.084, 0.092, 0.089, 0.086, 0.008, -0.150, -0.130, -0.111, -0.143, 0.145, 0.105, 0.089, 0.084, 0.106, 0.024, -0.162, -0.121, -0.098, -0.132, 0.133, 0.110, 0.095, 0.079, 0.096, 0.004, -0.135, -0.116, -0.087, -0.164, 0.145, 0.089, 0.070, 0.095, 0.106, 0.032, -0.132, -0.121, -0.128, -0.133, 0.118, 0.109, 0.086, 0.084, 0.080, 0.013, -0.149, -0.114, -0.107, -0.144, 0.147, 0.084, 0.089, 0.089, 0.107, 0.008, -0.146, -0.125, -0.121, -0.140, 0.143, 0.102, 0.093, 0.093, 0.103]
}